# 1
Computed, not measured: a 2-piece molecular cluster, C4H6O2 overall, with ωB97M-V/def2-TZVPD.

ORCA input file:
```
! RIJCOSX wB97M-V def2-TZVPD def2/J DEFGRID3
* xyz 0 1
C -1.43247 0.56122 0.50215
C 0.02129 0.88649 0.33815
O 0.87727 -0.02687 1.01353
C 0.75574 -1.26308 0.53270
O -0.11854 -1.24752 -0.47216
C -0.66099 0.05104 -0.67706
H -2.15634 1.35015 0.33717
H -1.68757 -0.16535 1.27066
H 0.43177 1.88075 0.21077
H 2.50194 -0.90968 -0.93920
H 2.32941 -1.41701 -0.40475
H -0.86152 0.29987 -1.71197
*
```

The LUMO energy is 0.913 eV. For the frontier orbital gap, the calculation gives 10.27 eV. As for the energy above the lowest of the compared OMol25 structures with the same formula, charge and spin: 106.0 kcal/mol.

Here are the Mulliken charges for atoms 1 to 6, given in e: C -0.719; C -0.013; O -0.190; C -0.182; O -0.190; C -0.013

***

# 2
Computed, not measured: a 2-piece molecular cluster, C4H13NOS2 overall at a distorted geometry, with ωB97M-V/def2-TZVPD.

ORCA input file:
```
! RIJCOSX wB97M-V def2-TZVPD def2/J DEFGRID3
* xyz 0 1
C -2.97833 -0.83056 2.75172
S -2.27380 -2.24775 1.87794
S -0.54527 -1.59889 1.00955
C -0.87949 -0.37413 -0.33387
C 0.19901 0.87526 -0.49443
C 0.27135 1.70218 0.86359
N 1.60535 0.17790 -0.72430
H -2.38207 -0.40187 3.49136
H -3.39032 -0.00805 2.12890
H -3.71085 -1.24922 3.39467
H -0.52254 -0.95555 -1.08879
H -1.90881 0.20858 -0.34852
H 0.10006 1.65126 -1.42763
H 0.99779 2.49076 0.51890
H 0.75180 1.08647 1.56250
H -0.57805 2.05246 1.29631
H 1.81898 -0.67726 -0.34344
H 1.78531 0.16307 -1.76239
O 4.24235 -0.49031 -4.11287
H 3.89781 -1.21530 -3.62677
H 3.49972 -0.35904 -4.63245
*
```

The SMILES is CSSC[C@@H](C)N.O. The LUMO energy is 0.476 eV. For the frontier orbital gap, the calculation gives 8.94 eV. As for the energy above the lowest of the compared OMol25 structures with the same formula, charge and spin: 67.1 kcal/mol.

Here are the Mulliken charges for atoms 1 to 6, given in e: C -0.888; S -0.079; S -0.136; C -0.801; C 0.199; C -1.242

***

# 3
Computed, not measured: a 17-piece molecular cluster, H33O17 overall at a distorted geometry, with ωB97M-V/def2-TZVPD.

ORCA input file:
```
! RIJCOSX wB97M-V def2-TZVPD def2/J DEFGRID3
* xyz -1 1
O 1.46009 -2.08383 0.69094
H 1.83784 -2.96091 0.77233
H 0.99354 -0.37080 -0.31327
O -1.67782 0.37374 -1.32253
H -1.72540 -3.11971 -4.19112
H 0.46254 -0.28164 1.01274
O 0.84049 2.85943 -0.55899
H 1.18220 3.71944 -0.49539
H 0.27875 2.52876 0.14548
O 3.63532 4.63454 -1.73070
H 3.76271 3.69801 -1.61790
H 2.71789 4.85889 -1.83391
O -1.38564 0.88414 2.15716
H -3.66055 3.23309 -3.12351
O 0.56173 0.32842 0.26672
H 4.18181 -1.43728 -1.54013
H -1.25059 -2.91129 1.89935
O 2.90206 -0.68326 -0.68896
H -2.84926 0.06706 3.64674
H 2.93078 -0.27162 0.17954
O -1.35762 -3.02833 -1.67005
H -2.02659 -2.40649 -1.98274
H -1.08459 0.08855 1.70378
O -3.31005 -0.10630 4.47077
H 2.19758 -1.48792 -0.61220
H -0.79952 0.67503 -1.35250
O -1.30944 -2.35216 -4.59866
H -0.36714 -2.54999 -4.58162
H -2.75021 0.08578 5.22433
O -2.97544 3.22502 0.18964
H -3.43423 3.02122 0.99618
H -3.78294 3.47272 -1.56134
O -4.24889 3.23988 -2.36782
H -2.05659 3.36968 3.56437
H 0.03075 -2.20750 1.14647
O 2.91225 -5.04786 -1.67511
H 2.01949 -4.76118 -1.93634
H -2.26908 1.15532 1.90157
O 1.86028 -2.17240 3.40831
H 1.52655 -2.36991 2.50983
H 1.56556 -1.34805 3.78304
O 4.81772 -2.06423 -1.97404
H 3.20687 -4.13852 -1.90403
H -1.18281 -2.67286 -0.80535
O -0.86584 -2.07820 1.65679
H -2.21251 2.64292 0.08350
H 5.56194 -1.46892 -2.11740
O -1.83729 4.28223 3.34922
H -1.53059 4.22824 2.43733
H -1.49609 -0.29097 -0.64050
*
```

The LUMO energy is 2.157 eV. For the frontier orbital gap, the calculation gives 9.15 eV. As for the energy above the lowest of the compared OMol25 structures with the same formula, charge and spin: 63.8 kcal/mol.

Here are the Mulliken charges for atoms 1 to 6, given in e: O -1.123; H 0.171; H 0.349; O -0.667; H 0.306; H 0.176

***

# 4
Computed, not measured: a single C6H10ClN molecule at a distorted geometry, with ωB97M-V/def2-TZVPD.

ORCA input file:
```
! RIJCOSX wB97M-V def2-TZVPD def2/J DEFGRID3
* xyz 0 1
C -1.45729 1.96377 0.48112
C -1.22037 0.72488 -0.38729
N -2.24970 -0.26033 -0.18240
C -1.64835 -1.58868 -0.09952
C -0.28886 -1.37490 0.50313
C 0.08353 -0.05438 -0.05727
C 1.22197 0.52002 -0.37162
Cl 2.75267 -0.04986 0.02415
H -2.28396 2.61904 0.14292
H -1.68399 1.65451 1.50881
H -0.55424 2.53726 0.59895
H -1.12187 1.11020 -1.42665
H -2.98659 -0.16816 -0.87470
H -1.55367 -2.02303 -1.14421
H -2.29035 -2.26022 0.52150
H 0.42522 -2.16550 0.33488
H -0.39877 -1.25104 1.64724
H 1.25699 1.47260 -0.85380
*
```

The SMILES is C[C@@H]1NCC/C1=C\Cl. The LUMO energy is 0.946 eV. For the frontier orbital gap, the calculation gives 9.70 eV. As for the energy above the lowest of the compared OMol25 structures with the same formula, charge and spin: 12.7 kcal/mol.

Here are the Mulliken charges for atoms 1 to 6, given in e: C -1.375; C 0.152; N -0.429; C -0.563; C -0.499; C 0.078